[1]
Here is 13 unconnected molecules or ions with the total composition C44H112BN8O20 at a distorted geometry from OMol25. Energies are from the ωB97M-V functional and the def2-TZVPD basis.

CARTESIAN COORDINATES (ANGSTROEM)
O -1.2878 -12.4259 -2.2448
C -1.4969 -11.4648 -2.7791
O -2.1920 -11.3301 -3.8515
B -2.2993 -9.8970 -4.1978
O -1.4760 -9.2131 -3.2110
C -0.9701 -10.0876 -2.3938
O -0.1947 -9.9300 -1.6308
O -3.7605 -9.4814 -4.2211
C -4.1271 -9.1101 -5.4539
O -5.2067 -8.7114 -5.7906
C -2.8855 -9.3278 -6.3872
O -1.8618 -9.7137 -5.5815
O -2.8293 -9.3798 -7.5900
C -6.3025 -13.2305 -0.4928
C -4.9775 -13.5413 -1.1319
C -5.1082 -14.6616 -2.1725
O -3.7713 -15.0657 -2.5350
C -3.6705 -15.7623 -3.7554
N -4.4462 -12.2883 -1.7929
H -6.7807 -14.1529 -0.1593
H -6.9495 -12.7371 -1.2253
H -6.1766 -12.5488 0.3455
H -4.1989 -13.8404 -0.4239
H -5.6667 -14.3599 -3.0740
H -5.6520 -15.5387 -1.7366
H -2.6191 -15.7298 -4.0516
H -4.2760 -15.2992 -4.5446
H -3.9360 -16.8240 -3.6242
H -3.5671 -12.5219 -2.2518
H -5.0809 -11.9865 -2.5338
C -5.3723 -7.0392 -9.8901
C -6.8627 -6.8420 -9.8080
C -7.4916 -8.0750 -10.3548
O -8.8718 -7.9139 -10.3590
C -9.4922 -9.0709 -10.6909
N -7.2494 -6.6103 -8.3538
H -5.0779 -6.9808 -10.9454
H -4.9954 -7.9490 -9.4158
H -4.8601 -6.2167 -9.3953
H -7.1523 -5.9873 -10.4208
H -7.1963 -9.0213 -9.8919
H -7.1804 -8.1064 -11.4214
H -9.3893 -9.8264 -9.8986
H -9.0934 -9.4790 -11.6302
H -10.5546 -8.8848 -10.8396
H -8.2251 -6.9041 -8.2398
H -6.6841 -7.2054 -7.7489
C -0.6777 -5.6127 -4.4228
C -1.2509 -4.5704 -3.5213
C -2.7360 -4.5737 -3.3159
O -3.4246 -4.2053 -4.4811
C -4.8070 -4.1974 -4.2543
N -0.6050 -4.7056 -2.1824
H -1.1915 -6.5711 -4.2166
H 0.3825 -5.7710 -4.2395
H -0.8469 -5.5143 -5.5016
H -0.9738 -3.5552 -3.8395
H -2.9738 -3.9454 -2.4335
H -3.1051 -5.5895 -3.0176
H -5.1451 -3.3574 -3.6337
H -5.1256 -5.1619 -3.8242
H -5.3161 -4.1047 -5.2030
H -1.3405 -4.5251 -1.4890
H -0.3762 -5.6872 -2.0023
C 1.3757 -11.7155 0.8579
C 0.8288 -10.6085 1.7293
C -0.6625 -10.5731 1.7609
O -1.1670 -11.3151 2.7862
C -2.5553 -11.5112 2.5781
N 1.4006 -10.7336 3.1418
H 1.2751 -12.7080 1.2719
H 2.4676 -11.5330 0.7770
H 1.0408 -11.5511 -0.1670
H 1.1636 -9.6199 1.3934
H -1.0257 -10.8983 0.7702
H -1.0441 -9.5429 1.8487
H -2.7208 -12.0026 1.5968
H -3.1142 -10.5592 2.5324
H -3.0649 -12.1256 3.3268
H 2.3159 -11.1981 3.0286
H 1.7611 -9.8105 3.4277
C 0.3634 -8.4375 -11.8721
C -0.8770 -8.7185 -11.1027
C -1.8073 -7.5245 -11.0611
O -1.3758 -6.4750 -10.2037
C -1.3975 -6.7439 -8.8311
N -1.5573 -9.8641 -11.6820
H 0.8956 -9.3787 -12.1039
H 1.1041 -7.8812 -11.2904
H 0.2243 -7.9585 -12.8445
H -0.5531 -8.9416 -10.0734
H -2.8177 -7.8729 -10.7700
H -1.8714 -7.1027 -12.0670
H -0.6090 -7.4510 -8.5815
H -2.3719 -7.0735 -8.4491
H -1.2588 -5.7772 -8.3432
H -2.2916 -10.2115 -11.0559
H -0.8691 -10.6154 -11.7127
C -4.7033 -13.1015 -8.1104
C -4.5677 -12.4957 -9.4939
C -5.4964 -11.3831 -9.6943
O -5.6998 -11.1479 -11.0633
C -4.7422 -10.4423 -11.7736
N -3.1635 -11.8672 -9.5885
H -4.6277 -12.3237 -7.3487
H -3.9408 -13.8600 -7.9096
H -5.6564 -13.6466 -7.9669
H -4.5665 -13.2380 -10.2891
H -5.1235 -10.4740 -9.1823
H -6.4861 -11.5670 -9.2718
H -3.9182 -11.0875 -12.0761
H -4.3356 -9.5872 -11.2147
H -5.2154 -10.0216 -12.6604
H -3.0392 -11.2528 -8.7837
H -2.5161 -12.6436 -9.4963
C -7.0749 -12.4227 -3.9961
C -8.4645 -12.4486 -4.5226
C -9.4084 -12.8933 -3.4924
O -9.0407 -14.1543 -3.0948
C -10.0133 -14.7479 -2.3410
N -8.8143 -11.0721 -4.8876
H -6.9758 -11.8350 -3.0918
H -6.3914 -12.0520 -4.7657
H -6.7368 -13.4584 -3.8533
H -8.5646 -13.0333 -5.4401
H -10.4298 -12.8944 -3.9093
H -9.3679 -12.2395 -2.6115
H -10.8643 -15.0994 -2.9440
H -10.4139 -14.0667 -1.5720
H -9.5570 -15.5981 -1.8404
H -9.7960 -10.9359 -5.0695
H -8.2090 -10.6621 -5.5755
C -0.1903 -11.8332 -7.6431
C 0.7417 -12.1287 -6.4813
C 0.1034 -13.1366 -5.6033
O 1.0849 -13.8840 -5.0060
C 0.5782 -15.0571 -4.3482
N 2.0286 -12.6904 -7.0458
H -1.1022 -11.3414 -7.2570
H -0.6196 -12.7282 -8.0988
H 0.2394 -11.1576 -8.3807
H 0.9579 -11.2132 -5.9184
H -0.5306 -13.8241 -6.1764
H -0.4845 -12.6160 -4.8370
H -0.0409 -15.6750 -5.0165
H 0.0709 -14.7957 -3.4076
H 1.4574 -15.6596 -4.0901
H 2.5721 -11.8686 -7.3436
H 2.5956 -13.0654 -6.2792
C 3.1245 -6.5675 -0.7780
C 2.2366 -7.7683 -0.7193
O 0.8299 -7.3593 -0.9985
H 2.7434 -5.9082 -1.5546
H 4.1052 -6.8961 -1.1489
H 3.2267 -6.0678 0.1745
H 2.2761 -8.2949 0.2474
H 2.4606 -8.5284 -1.4826
H 0.4761 -8.0053 -1.6327
C -9.0110 -8.0544 -1.5064
C -8.1906 -8.7137 -2.6058
O -6.9113 -8.1395 -2.5551
H -8.5413 -7.9969 -0.5280
H -10.0378 -8.4277 -1.4831
H -9.1427 -7.0019 -1.8156
H -8.7351 -8.4819 -3.5258
H -8.1453 -9.7962 -2.4603
H -6.3902 -8.4538 -3.3140
C -0.2595 -16.0958 -0.1349
C -0.4912 -14.5594 0.0300
O -0.6984 -14.2581 1.4257
H -1.0970 -16.6828 0.2689
H 0.7021 -16.4365 0.2310
H -0.3740 -16.3421 -1.2107
H -1.3532 -14.3043 -0.5841
H 0.4373 -14.0911 -0.2695
H -1.6080 -14.4951 1.6336
C -3.1444 -7.7702 -0.0488
C -4.1204 -8.8493 -0.5833
O -3.9667 -10.0947 0.1247
H -2.1226 -8.1622 -0.1169
H -3.3847 -7.4547 0.9626
H -3.1530 -6.8768 -0.6878
H -4.1192 -8.9833 -1.6780
H -5.1565 -8.4480 -0.4601
H -4.2072 -10.7723 -0.5574

Values from the calculation:
**Energy relative to the best compared isomer or geometry (same formula, charge and spin)**: 1.661 eV
**Kohn-Sham gap**: 8.756 eV
**Net charge**: -1
**Spin multiplicity**: 1
**E**: -100992.999 eV
**HOMO energy**: -0.253 Eh


[2]
Here is 2 unconnected molecules or ions with the total composition C3H10NS at a distorted geometry from OMol25. Energies are from the ωB97M-V functional and the def2-TZVPD basis.

CARTESIAN COORDINATES (ANGSTROEM)
C -0.1101 -0.9440 1.3417
C 1.1482 1.7698 0.0198
C -0.4749 -0.2282 0.0859
N -0.1141 -0.9923 -1.1518
S -2.1055 0.4376 0.0266
H -0.2626 -0.2798 2.1880
H -0.7322 -1.8277 1.5057
H 0.9336 -1.2516 1.3360
H 1.9275 1.3408 -0.5819
H 0.4883 2.4789 -0.4370
H 1.3202 1.8464 1.0743
H -0.3638 -0.4561 -1.9933
H 0.8957 -1.1942 -1.1634
H -0.6218 -1.8941 -1.1847
H -1.9286 1.1946 -1.0658

Values from the calculation:
**Energy relative to the best compared isomer or geometry (same formula, charge and spin)**: 3.445 eV
**Kohn-Sham gap (spin up / spin down)**: 8.207 / 8.686 eV
**Net charge**: +1
**Spin multiplicity**: 1
**E**: -15588.657 eV
**HOMO energy (spin up / spin down)**: -0.473 / -0.471 Eh


[3]
Here is 2 unconnected molecules or ions with the total composition C5H12NO at a distorted geometry from OMol25. Energies are from the ωB97M-V functional and the def2-TZVPD basis.

CARTESIAN COORDINATES (ANGSTROEM)
C -0.0469 -1.5926 2.1843
C 0.5890 -1.9539 3.4264
C -1.4974 0.5228 -0.8988
C 0.2289 1.3755 -2.4856
C 0.8274 0.5117 -0.3330
N -0.1202 0.3654 -1.4273
O -0.1208 -0.9243 1.2367
H 1.6325 -2.1532 3.4380
H 0.3587 -1.0725 3.9576
H -0.0050 -2.6677 3.9035
H -2.1072 0.8487 -1.7880
H -1.8390 -0.4827 -0.4924
H -1.6406 1.2358 -0.0628
H 1.2714 1.7695 -2.4206
H 0.1465 0.9449 -3.4874
H -0.4175 2.1735 -2.3732
H 1.8135 0.0750 -0.6632
H 0.8568 1.5776 0.0014
H 0.0701 -0.5537 -1.7156

Values from the calculation:
**Energy relative to the best compared isomer or geometry (same formula, charge and spin)**: 5.156 eV
**Kohn-Sham gap (spin up / spin down)**: 6.536 / 9.995 eV
**Net charge**: +1
**Spin multiplicity**: 1
**E**: -8905.473 eV
**HOMO energy (spin up / spin down)**: -0.382 / -0.471 Eh


[4]
Here is 9 unconnected molecules or ions with the total composition C18H49ClN21O11S at a distorted geometry from OMol25. Energies are from the ωB97M-V functional and the def2-TZVPD basis.

CARTESIAN COORDINATES (ANGSTROEM)
C -2.0120 -1.4834 4.3261
C -2.5985 -1.6419 3.1455
C -3.6594 -2.1261 2.0462
C -5.1927 -1.8743 2.2434
Cl -5.9041 -1.0341 3.6915
N -5.8594 -2.4762 1.0784
C -7.3256 -2.5600 0.7776
C -8.0235 -1.1555 0.3774
N -9.3798 -1.5204 -0.2276
N -8.3479 -0.2722 1.5546
N -7.2983 -0.4128 -0.7254
C -4.7601 -3.0407 0.2652
N -3.3896 -2.8599 0.8053
C -2.1020 -3.3526 0.2281
C -0.8438 -2.3609 0.4258
C 0.4970 -2.8605 -0.3851
S 1.8025 -1.5206 -0.1611
O 1.4321 -0.3456 -1.0643
O 3.2077 -2.0032 -0.4308
O 1.6698 -0.9324 1.4307
H -1.4219 -1.4704 5.3265
H -7.4487 -3.3930 -0.0270
H -7.8650 -2.9577 1.7343
H -9.1228 -2.1317 -1.0418
H -9.7965 -2.1776 0.4764
H -7.7064 0.5344 1.6148
H -8.3891 -0.8102 2.4357
H -8.0019 -0.2443 -1.4805
H -7.0255 0.5358 -0.4198
H -4.8440 -3.6171 -0.7329
H -2.1499 -3.6304 -0.8896
H -1.8319 -4.3408 0.7911
H -1.0616 -1.2763 0.1053
H -0.5300 -2.3936 1.5496
H 0.9063 -3.8536 0.0741
H 0.2613 -2.9833 -1.5030
H 2.5005 -1.1724 1.9342
C -12.7089 -3.9561 -1.3415
O -12.0116 -4.5249 -2.1678
N -13.8698 -4.4771 -0.8818
N -12.3802 -2.7536 -0.8132
H -14.4564 -4.0251 -0.2033
H -14.1495 -5.3725 -1.2516
H -11.5214 -2.3328 -1.1314
H -12.9383 -2.2687 -0.1330
C 5.3068 2.0162 -1.6953
O 6.1808 2.8340 -1.9629
N 5.0675 1.5913 -0.4352
N 4.5079 1.4688 -2.6359
H 4.3564 0.9221 -0.1958
H 5.6436 1.9768 0.2973
H 4.6552 1.7600 -3.5915
H 3.7867 0.7974 -2.4360
C 5.0726 -0.3002 3.4898
O 3.9241 -0.4240 3.0771
N 5.3810 -0.3130 4.8037
N 6.1305 -0.1400 2.6648
H 6.3169 -0.2127 5.1607
H 4.6190 -0.4304 5.4531
H 5.9431 -0.1255 1.6737
H 7.0782 -0.0370 2.9835
C -11.1318 2.0754 -1.1143
O -11.3783 2.2042 0.0743
N -11.6857 2.8635 -2.0651
N -10.2819 1.1316 -1.5861
H -11.4959 2.7734 -3.0473
H -12.3246 3.5788 -1.7538
H -9.8477 0.5224 -0.9068
H -10.0659 1.0093 -2.5597
C 8.2478 0.2480 7.3075
O 8.1264 0.6831 6.1700
N 9.4211 -0.2211 7.7874
N 7.2183 0.1985 8.1845
H 9.5414 -0.5819 8.7170
H 10.2134 -0.2011 7.1638
H 6.3254 0.5400 7.8645
H 7.2978 -0.1545 9.1215
C 9.9225 2.9252 -0.8275
O 10.3256 2.3159 -1.8063
N 8.6695 3.4283 -0.7455
N 10.6954 3.1502 0.2622
H 8.3196 3.9312 0.0501
H 8.0609 3.2814 -1.5393
H 11.6370 2.7903 0.2397
H 10.3833 3.6483 1.0764
C 5.3279 4.6648 -5.2882
O 5.5213 3.6189 -5.8942
N 5.3964 4.7510 -3.9417
N 5.0283 5.8262 -5.9153
H 5.2406 5.5991 -3.4269
H 5.6186 3.9027 -3.4355
H 4.9681 5.8028 -6.9216
H 4.8662 6.6943 -5.4374
C 8.1852 0.3602 -5.5089
O 8.7619 -0.7167 -5.5648
N 7.2484 0.7352 -6.4110
N 8.4320 1.2721 -4.5409
H 6.7635 1.6160 -6.3821
H 7.0351 0.0830 -7.1492
H 9.1251 1.0313 -3.8476
H 7.9684 2.1614 -4.4784

Values from the calculation:
**Kohn-Sham gap**: 5.713 eV
**Net charge**: +1
**Spin multiplicity**: 1
**E**: -96627.623 eV
**HOMO energy**: -0.356 Eh


[5]
Here is a molecular structure, C49H38BrN2O6P2RbSi from OMol25. Energies are from the ωB97M-V functional and the def2-TZVPD basis.

CARTESIAN COORDINATES (ANGSTROEM)
Rb -0.0180 -2.1269 0.8745
C 0.8310 2.4542 -1.0745
Si -0.5134 1.2459 -0.4242
C -1.7631 1.5068 -1.8894
C -2.2888 2.7508 -2.2532
C -3.1674 2.8975 -3.3159
C -3.5403 1.7826 -4.0579
C -3.0293 0.5353 -3.7304
C -2.1510 0.3906 -2.6522
P -1.4440 -1.2382 -2.1363
C -2.3555 -2.3455 -3.3232
C -3.6146 -2.7880 -2.9108
C -4.3839 -3.6234 -3.7064
C -3.8947 -4.0572 -4.9324
C -2.6374 -3.6439 -5.3482
C -1.8768 -2.7935 -4.5531
C 0.1966 -1.2254 -2.9554
C 1.0569 -2.2913 -2.6933
C 2.2986 -2.3708 -3.3015
C 2.7064 -1.3691 -4.1713
C 1.8645 -0.2986 -4.4327
C 0.6142 -0.2280 -3.8311
C -1.6461 2.0241 0.9795
C -2.9522 1.4908 0.8608
C -3.9573 1.6526 1.7945
C -3.7042 2.3388 2.9734
C -2.4393 2.8635 3.1528
C -1.4259 2.7525 2.1824
P -0.0559 3.8727 2.6617
C 1.5536 3.1118 2.3109
C 2.6882 3.9272 2.2885
C 3.9517 3.3809 2.1243
C 4.1031 2.0042 2.0013
C 2.9866 1.1845 2.0672
C 1.7206 1.7330 2.2313
C -0.2617 5.1916 1.3850
C -1.4544 5.9172 1.4656
C -1.7401 6.9357 0.5711
C -0.8237 7.2695 -0.4194
C 0.3700 6.5693 -0.5004
C 0.6477 5.5399 0.3920
H 0.4584 3.4416 -1.3691
H 1.2259 1.9641 -1.9724
H 1.6737 2.5691 -0.3977
H -2.0043 3.6265 -1.6745
H -3.5626 3.8766 -3.5673
H -4.2254 1.8827 -4.8928
H -3.3192 -0.3248 -4.3209
H -3.9928 -2.4702 -1.9440
H -5.3593 -3.9483 -3.3629
H -4.4854 -4.7213 -5.5525
H -2.2422 -3.9834 -6.2989
H -0.8995 -2.4748 -4.8942
H 0.7602 -3.0622 -1.9890
H 2.9665 -3.1871 -3.0551
H 3.6924 -1.4094 -4.6185
H 2.1860 0.4976 -5.0943
H -0.0329 0.6175 -4.0313
H -3.1888 0.9103 -0.0254
H -4.9359 1.2220 1.6058
H -4.4626 2.4489 3.7398
H -2.2156 3.3998 4.0690
H 2.5819 5.0022 2.3945
H 4.8171 4.0331 2.0812
H 5.0778 1.5658 1.8266
H 3.0875 0.1178 1.9139
H 0.8578 1.0735 2.2460
H -2.1775 5.6605 2.2327
H -2.6813 7.4681 0.6456
H -1.0422 8.0641 -1.1232
H 1.0893 6.8069 -1.2756
H 1.5745 4.9909 0.2913
O 4.7721 -6.7662 -0.3907
C 3.9079 -5.7814 0.0259
C 4.1087 -4.4528 -0.3103
C 3.1881 -3.5173 0.1408
N 2.1336 -3.8550 0.8820
C 1.9480 -5.1372 1.2075
C 2.8187 -6.1397 0.8002
C 0.7011 -5.4981 2.0613
O 0.6604 -6.6769 2.4638
O -0.1209 -4.5685 2.2413
C 3.3581 -2.0294 -0.2409
O 4.4958 -1.7041 -0.6366
O 2.3284 -1.3265 -0.1192
H 5.4594 -6.3408 -0.9123
H 4.9553 -4.1072 -0.8936
H 2.6235 -7.1611 1.0949
O 0.3416 -2.7655 7.7563
C 0.2020 -2.2811 6.4923
C 1.2884 -2.0518 5.6584
C 1.0392 -1.5615 4.3920
N -0.1841 -1.2985 3.9316
C -1.1884 -1.5368 4.7417
Br -2.9196 -1.1959 4.0464
C -1.0775 -2.0163 6.0361
H 1.2703 -2.9684 7.9060
H 2.3025 -2.2633 5.9763
H 1.8578 -1.3802 3.7040
H -1.9427 -2.2003 6.6548

Values from the calculation:
**Energy relative to the best compared isomer or geometry (same formula, charge and spin)**: 0.372 eV
**Kohn-Sham gap**: 4.613 eV
**Net charge**: -2
**Spin multiplicity**: 1
**E**: -163851.791 eV
**HOMO energy**: -0.039 Eh